w) 14
Properties=species:S:1:pos:R:3:lowdin_charge:R:1 method="wB97M-V/def2-TZVPD" lumo_ev="-0.338 / -1.120" mol_weight_g_mol=200.1
I 3.086 0.327 -0.882 0.4994
Si -0.959 -0.035 0.618 0.7996
C -1.575 -0.158 -1.187 -0.2369
C 1.737 1.999 -0.497 -0.5697
C -0.065 -1.587 1.257 -0.2753
H -1.410 0.746 1.745 -0.0868
H 2.041 2.393 0.466 -0.0956
H -2.189 0.652 -1.475 0.0056
H 0.900 -1.819 0.840 -0.0086
H -0.752 -0.275 -1.834 0.0067
H 0.004 -1.587 2.354 0.0236
H -0.709 -2.440 1.069 0.0135
H -2.188 -1.010 -1.297 0.0026
H 2.080 2.792 -1.175 -0.0780

---

x) 14
Properties=species:S:1:pos:R:3:lowdin_charge:R:1 method="wB97M-V/def2-TZVPD" lumo_ev=0.290 mol_weight_g_mol=200.1
I 0.717 -0.686 -3.523 0.6431
Si -0.521 -1.015 0.618 0.5847
C -0.286 0.551 -2.021 -0.5099
C 0.892 -0.135 -0.292 -0.2499
C -0.643 0.102 2.230 -0.2659
H 1.360 0.820 -0.090 0.0164
H -0.943 -0.411 3.140 -0.0006
H -1.279 0.359 -1.777 -0.0664
H -0.102 1.528 -2.158 -0.0683
H 0.415 0.368 2.435 0.0145
H -1.732 -1.040 -0.244 -0.0513
H -1.236 1.022 2.077 0.0199
H -0.324 -2.442 1.107 -0.0462
H 1.577 -0.905 -0.705 -0.0201

---

If we sort the structures by their calculated energies, the order from most to least stable is x), w).

---

w) 14
Properties=species:S:1:pos:R:3:mulliken_spin:R:1 method="wB97M-V/def2-TZVPD" s2=0.7576 lumo_ev="-5.942 / -10.485" charge=+1 mol_weight_g_mol=88.1 spin_multiplicity=2
O -2.469 0.423 -0.715 0.7331
O -1.851 -1.825 -0.440 0.0825
C 0.503 0.079 -0.265 0.0093
C 1.777 0.740 0.260 0.0343
C -0.628 -0.151 0.727 0.1408
C -1.821 -0.493 -0.198 -0.0383
H 2.433 0.258 0.985 -0.0008
H 0.713 -0.894 -0.733 -0.0005
H 2.359 0.895 -0.653 0.0053
H -0.829 0.695 1.389 -0.0037
H -0.408 -1.052 1.307 0.0171
H 1.530 1.757 0.599 -0.0011
H -1.441 -1.183 -1.211 0.0165
H 0.131 0.752 -1.054 0.0055

---

x) 14
Properties=species:S:1:pos:R:3:mulliken_spin:R:1 method="wB97M-V/def2-TZVPD" s2=0.7521 lumo_ev="-5.752 / -10.444" charge=+1 mol_weight_g_mol=88.1 spin_multiplicity=2
O 1.477 -2.054 -0.296 -0.0002
O -0.242 -2.723 -1.515 0.0021
C 0.294 -1.794 -0.884 0.0036
C 0.070 3.198 0.439 0.4607
C -0.162 2.056 1.014 0.3460
C -1.427 1.250 1.035 0.0299
H -0.583 3.803 -0.157 0.0339
H -2.126 1.716 1.646 0.0435
H 0.600 1.617 1.707 0.0139
H 0.008 -0.719 -0.680 -0.0018
H -1.293 0.096 1.265 0.0012
H -1.784 1.076 0.007 0.0306
H 1.742 -1.366 0.373 -0.0002
H 0.907 3.737 0.707 0.0370

---

If we sort the structures by their calculated energies, the order from most to least stable is x), w).

---

w) 8
Properties=species:S:1:pos:R:3:lowdin_charge:R:1 method="wB97M-V/def2-TZVPD" lumo_ev=0.667 mol_weight_g_mol=100.1
Si 1.007 -0.340 -0.028 0.7972
F -1.576 -0.485 -1.224 -0.2416
F -1.115 1.674 -0.286 0.1629
F -1.530 0.186 1.147 0.0397
C -0.841 0.477 0.003 -0.5543
H 1.084 -1.559 -0.803 -0.0759
H 0.973 -0.611 1.518 -0.0353
H 1.997 0.658 -0.327 -0.0926

---

x) 8
Properties=species:S:1:pos:R:3:lowdin_charge:R:1 method="wB97M-V/def2-TZVPD" lumo_ev="-1.268 / 0.173" mol_weight_g_mol=100.1
Si -1.711 -0.090 0.149 0.4758
F -1.546 1.449 0.294 -0.1824
F -2.036 -0.148 -1.364 -0.1698
F 2.740 0.312 -0.846 -0.0073
C 2.124 -0.347 0.057 -0.1069
H -2.734 -0.457 0.980 -0.0874
H 1.975 0.191 1.028 0.0581
H 1.188 -0.909 -0.298 0.0199

---

If we sort the structures by their calculated energies, the order from most to least stable is x), w).

---

w) 19
Properties=species:S:1:pos:R:3:mulliken_spin:R:1 method="wB97M-V/def2-TZVPD" s2=0.7556 lumo_ev="-3.755 / -8.050" charge=+1 mol_weight_g_mol=121.1 spin_multiplicity=2
O -5.202 0.107 -1.270 0.0000
O 3.143 -0.658 0.106 0.0903
O 0.402 -0.889 2.544 0.0048
N 0.677 0.015 -1.071 0.6640
C 1.285 1.189 -1.514 0.0084
C 2.175 -1.053 0.699 0.0597
C 0.784 -0.745 0.173 -0.0096
C 0.087 -0.093 1.337 0.0521
H 2.078 -1.760 1.484 0.0214
H 2.179 1.682 -0.827 0.0440
H -4.794 0.721 -1.882 0.0000
H 1.641 1.229 -2.533 0.0152
H 0.243 -0.597 3.403 0.0014
H -0.951 -0.178 1.304 0.0050
H 0.108 0.978 1.620 -0.0041
H 0.239 -1.802 -0.062 -0.0063
H 0.268 -0.572 -1.824 -0.0308
H 0.663 2.040 -1.353 0.0844
H -5.027 0.383 -0.333 0.0000

---

x) 19
Properties=species:S:1:pos:R:3:mulliken_spin:R:1 method="wB97M-V/def2-TZVPD" s2=0.7583 lumo_ev="-4.760 / -8.756" charge=+1 mol_weight_g_mol=121.1 spin_multiplicity=2
O 0.001 -1.988 -0.368 0.0796
O 0.237 0.806 2.237 0.0315
O -2.595 -1.925 0.169 0.0121
N -0.057 1.085 -1.133 0.7251
C 1.243 1.288 -1.924 -0.0002
C 0.045 0.364 0.151 0.0138
C 0.838 1.311 1.039 0.0135
C 0.642 -0.968 -0.150 0.0569
H 1.781 0.381 -2.218 0.0329
H 0.225 1.364 3.060 -0.0001
H 0.802 1.797 -2.864 0.0018
H 1.774 2.016 -1.433 0.0081
H -0.766 0.801 -1.783 -0.0113
H 1.787 -1.067 -0.015 0.0292
H 1.908 0.925 1.176 0.0047
H -3.122 -1.545 -0.521 -0.0007
H -0.923 0.190 0.698 0.0066
H 0.817 2.413 0.920 -0.0027
H -1.626 -1.989 -0.087 -0.0008

---

If we sort the structures by their calculated energies, the order from most to least stable is w), x).

---

w) 20
Properties=species:S:1:pos:R:3:lowdin_charge:R:1 method="wB97M-V/def2-TZVPD" lumo_ev=2.216 charge=-1 mol_weight_g_mol=114.2
O 2.423 0.762 -2.262 -0.3805
N -2.029 -1.024 1.073 -0.1451
C 0.971 0.517 0.270 -0.1607
C 0.281 0.329 -1.201 -0.1743
C -0.647 -0.977 1.702 -0.2830
C -2.611 0.290 1.194 -0.1974
C 0.268 0.192 1.476 -0.1132
C 1.406 -0.138 -2.131 -0.5831
H -0.586 -0.370 -1.178 0.0896
H -0.111 -1.861 1.343 0.0935
H 1.328 -0.478 0.627 0.1244
H -0.131 1.300 -1.526 0.1012
H 1.851 -1.091 -1.632 0.0785
H 1.747 1.304 0.164 0.1236
H 0.239 1.032 2.177 0.1003
H -0.751 -1.140 2.761 0.0814
H -3.596 0.455 0.786 0.0525
H 0.962 -0.640 -3.095 0.0836
H -1.859 0.260 0.376 0.0587
H -2.283 1.022 1.921 0.0501

---

x) 20
Properties=species:S:1:pos:R:3:lowdin_charge:R:1 method="wB97M-V/def2-TZVPD" lumo_ev=3.994 charge=-1 mol_weight_g_mol=114.2
O 2.862 -0.478 0.646 -0.3243
N 0.574 -0.876 -0.190 -0.0552
C -1.573 0.603 -0.559 -0.2100
C 2.158 -0.987 -0.343 -0.5223
C 0.633 1.507 0.467 -0.0832
C -2.158 -0.685 0.087 -0.2999
C -3.209 0.279 0.258 -0.0308
C 0.103 0.461 -0.481 -0.3965
H 0.471 2.523 0.099 0.0715
H -3.071 0.694 1.274 0.0002
H 0.233 1.278 1.453 0.0885
H 0.589 -0.894 0.836 0.0735
H -2.249 -1.446 -0.685 0.0942
H -1.818 0.856 -1.577 0.0978
H 2.364 -2.065 -0.472 0.0680
H 2.247 -0.425 -1.315 0.0764
H -1.548 -1.099 0.887 0.0870
H -1.539 1.491 0.073 0.0869
H 0.274 0.621 -1.546 0.1163
H 1.722 1.424 0.461 0.0620

---

If we sort the structures by their calculated energies, the order from most to least stable is x), w).

---

w) 9
Properties=species:S:1:pos:R:3:lowdin_charge:R:1 method="wB97M-V/def2-TZVPD" smiles="C=CS(=O)(=O)F" lumo_ev=-0.846 mol_weight_g_mol=110.1
S -0.416 -0.596 -0.958 0.7983
F 1.202 -0.844 -2.143 -0.3809
O -1.370 -0.084 -1.836 -0.2457
O -0.718 -1.832 -0.304 -0.2552
C 0.072 0.444 1.391 0.0338
C 0.337 0.666 0.103 -0.1604
H -0.440 -0.271 1.870 0.0341
H 0.915 1.472 -0.322 0.1006
H 0.418 1.044 2.201 0.0754

---

x) 9
Properties=species:S:1:pos:R:3:lowdin_charge:R:1 method="wB97M-V/def2-TZVPD" lumo_ev="-0.651 / -0.650" mol_weight_g_mol=110.1
S 0.516 2.028 -0.784 0.9231
F -0.191 -2.514 1.384 0.1138
O 0.774 -0.518 1.432 -0.0348
O -0.465 2.693 -1.680 -0.5914
C -0.269 -1.255 1.647 -0.2634
C 0.179 0.447 -1.017 -0.3205
H -1.385 -0.925 1.684 0.1741
H 0.959 -0.113 -0.654 -0.0428
H -0.118 0.157 -2.013 0.0420

---

If we sort the structures by their calculated energies, the order from most to least stable is w), x).

---

w) 15
Properties=species:S:1:pos:R:3:lowdin_charge:R:1 method="wB97M-V/def2-TZVPD" lumo_ev="-6.373 / -6.374" charge=+1 mol_weight_g_mol=115.1
O 3.162 -1.136 -0.212 0.1668
O 3.836 0.994 -0.107 0.1484
N 0.456 0.510 0.311 0.2457
N -1.978 1.086 0.170 0.1649
C -2.287 -0.119 -0.168 -0.1302
C 0.058 -0.662 0.107 -0.2494
C -1.273 -1.011 -0.049 -0.0980
C 2.865 0.082 0.012 -0.1433
H 3.424 1.783 0.243 0.1263
H 0.790 -1.466 0.087 0.1344
H -1.016 1.208 0.370 0.0269
H -1.433 -2.100 -0.278 0.1374
H 4.062 -1.049 -0.583 0.1598
H -3.094 -0.495 -0.742 0.1424
H -2.620 1.888 0.292 0.1677

---

x) 15
Properties=species:S:1:pos:R:3:lowdin_charge:R:1 method="wB97M-V/def2-TZVPD" smiles="C#CNC(=O)[C@@H]([NH3+])O" lumo_ev=-3.445 charge=+1 mol_weight_g_mol=115.1
O 1.767 -0.052 -0.531 0.0987
O 0.121 -0.470 1.859 0.0559
N 0.108 1.465 -0.753 0.0978
N 0.625 -2.191 0.318 0.2314
C -0.134 -0.745 0.570 -0.2211
C -1.974 2.766 -1.066 0.1624
C 0.626 0.273 -0.373 -0.4111
C -1.188 1.853 -0.928 -0.1581
H 0.780 2.228 -1.055 0.2156
H 1.400 -2.199 -0.410 0.1789
H -1.143 -0.886 0.268 0.1495
H -0.036 -3.003 0.132 0.1911
H 0.983 -2.187 1.275 0.1448
H 1.047 -0.038 1.936 0.1932
H -2.981 3.186 -1.241 0.0711

---

If we sort the structures by their calculated energies, the order from most to least stable is x), w).

---

w) 15
Properties=species:S:1:pos:R:3:lowdin_charge:R:1 method="wB97M-V/def2-TZVPD" smiles="N[C@@H](C=[NH2+])C(O)=C=O" lumo_ev=-5.062 charge=+1 mol_weight_g_mol=115.1
O 3.212 0.821 -0.472 0.2401
O 0.941 -1.106 1.343 0.0354
N -0.651 -1.476 -0.997 0.0895
N -1.499 1.717 0.235 0.2551
C -1.171 0.474 0.295 0.0370
C -0.183 -0.188 -0.615 -0.3083
C 1.104 -0.227 0.288 -0.2661
C 2.254 0.293 -0.093 -0.0821
H 1.659 -1.045 1.986 0.1305
H -0.110 -1.890 -1.743 0.1100
H -2.133 2.142 0.907 0.1633
H -1.589 -0.146 1.081 0.1676
H -1.147 2.330 -0.496 0.1644
H -0.704 -2.123 -0.219 0.0983
H 0.015 0.423 -1.500 0.1653

---

x) 15
Properties=species:S:1:pos:R:3:lowdin_charge:R:1 method="wB97M-V/def2-TZVPD" smiles="CC1=[NH+][C@]2(CO2)ON1" lumo_ev=-4.112 charge=+1 mol_weight_g_mol=115.1
O 0.538 -0.789 2.348 0.0641
O -0.637 -1.466 0.475 0.1044
N 0.287 0.637 0.367 0.2590
N -1.197 -0.725 -0.547 0.1815
C -0.661 0.499 -0.561 -0.2105
C 0.305 -0.616 1.039 -0.4266
C -0.930 1.554 -1.605 0.0674
C 1.647 -1.367 1.690 0.0524
H -0.045 1.699 -2.244 0.1225
H -1.723 1.213 -2.246 0.1000
H 0.976 1.301 0.101 0.1835
H -1.891 -1.313 -0.984 0.2086
H -1.075 2.489 -1.185 0.0809
H 2.584 -0.738 1.649 0.1292
H 1.821 -2.380 1.703 0.0836

---

If we sort the structures by their calculated energies, the order from most to least stable is w), x).